[1]
Formula: C3H9NS
Source: OMol25
Level of theory: the ωB97M-V functional and the def2-TZVPD basis

```
14
Properties=species:S:1:pos:R:3
S -1.181 -2.452 1.554
N 2.072 3.538 -0.154
C -2.340 -2.906 0.046
C -0.584 -0.765 0.871
C 2.798 3.295 -1.146
H -1.492 -0.188 0.905
H -2.849 -3.878 0.356
H -2.917 -2.052 0.066
H 1.717 2.809 0.533
H -0.247 -0.762 -0.166
H -1.695 -3.012 -0.949
H 0.343 -0.595 1.411
H 2.484 3.975 -1.993
H 3.891 2.993 -1.335
```

- Total charge: 0
- Energy above the lowest of the compared OMol25 structures with the same formula, charge and spin: 79.8 kcal/mol
- SMILES: C=N.CSC
- Gap between HOMO and LUMO: 0.3440 hartree
- Energy: -15578.86941 eV

=====

[2]
Formula: C3H9NS
Source: OMol25
Level of theory: the ωB97M-V functional and the def2-TZVPD basis

```
14
Properties=species:S:1:pos:R:3
S 0.784 -1.773 -1.367
N -0.646 0.355 0.257
C 2.271 -1.029 -0.595
C -2.051 0.104 0.620
C -0.327 1.573 0.245
H 2.807 -0.518 -1.385
H 0.698 1.878 0.445
H -0.037 -0.924 -0.619
H -2.155 0.268 1.689
H 1.896 -0.351 0.165
H -1.088 2.349 0.142
H 2.864 -1.798 -0.110
H -2.286 -0.934 0.395
H -2.732 0.797 0.118
```

- Total charge: 0
- Energy above the lowest of the compared OMol25 structures with the same formula, charge and spin: 39.9 kcal/mol
- SMILES: C=NC.CS
- Gap between HOMO and LUMO: 0.3232 hartree
- Energy: -15580.60156 eV

=====

[3]
Formula: C3H9NS
Source: OMol25
Level of theory: the ωB97M-V functional and the def2-TZVPD basis

```
14
Properties=species:S:1:pos:R:3
S 0.683 1.855 0.877
N -1.114 -2.064 -1.592
C 1.532 1.100 -0.561
C 0.006 0.333 1.758
C -1.907 -3.047 -1.593
H -1.585 -1.275 -1.125
H -2.948 -3.053 -1.189
H 0.542 0.373 2.704
H 0.826 0.942 -1.364
H 0.266 -0.727 1.305
H 2.012 0.052 -0.260
H -1.067 0.414 1.910
H 2.440 1.713 -0.910
H -1.401 -3.983 -1.589
```

- Total charge: 0
- Energy above the lowest of the compared OMol25 structures with the same formula, charge and spin: 47.1 kcal/mol
- SMILES: C=N.CSC
- Gap between HOMO and LUMO: 0.3454 hartree
- Energy: -15580.28980 eV

=====

Number 1: strongest force on any atom 4.27 eV Å⁻¹. Number 2: strongest force on any atom 1.98 eV Å⁻¹. Number 3: strongest force on any atom 2.77 eV Å⁻¹.